{
  "formula": "C12H16N2O5S2",
  "method": "wB97M-V/def2-TZVPD",
  "multiplicity": 1,
  "homo_lumo_gap_ha": 0.3051,
  "smiles": "O=[N+]([O-])c1cc(S(=O)(=O)N2CCCC2)ccc1SCCO",
  "e_above_lowest_kcal_mol": 80.74,
  "total_charge": 0,
  "e_homo_ev": -9.1,
  "species": ["O", "N", "O", "C", "C", "C", "S", "O", "O", "N", "C", "C", "C", "C", "C", "C", "C", "S", "C", "C", "O", "H", "H", "H", "H", "H", "H", "H", "H", "H", "H", "H", "H", "H", "H", "H", "H"],
  "positions_angstrom": [[0.45, 2.73, 2.17], [-0.63, 2.16, 2.16], [-1.69, 2.69, 2.38], [-0.63, 0.77, 1.77], [-1.60, 0.38, 0.86], [-1.56, -0.89, 0.33], [-2.73, -1.38, -0.95], [-3.94, -0.63, -0.75], [-2.77, -2.81, -0.97], [-2.09, -0.89, -2.40], [-0.81, -1.46, -2.77], [0.25, -0.41, -2.40], [-0.52, 0.92, -2.36], [-1.99, 0.54, -2.63], [-0.60, -1.79, 0.75], [0.34, -1.42, 1.70], [0.35, -0.12, 2.20], [1.50, 0.33, 3.48], [3.07, -0.11, 2.67], [3.50, 1.00, 1.70], [2.52, 1.30, 0.75], [-2.38, 1.07, 0.56], [-0.69, -2.42, -2.26], [-0.82, -1.64, -3.85], [1.06, -0.39, -3.13], [0.69, -0.63, -1.42], [-0.16, 1.61, -3.12], [-0.41, 1.41, -1.39], [-2.71, 1.05, -1.99], [-2.25, 0.73, -3.67], [-0.62, -2.79, 0.35], [1.05, -2.14, 2.06], [2.95, -1.05, 2.15], [3.80, -0.22, 3.47], [4.39, 0.66, 1.15], [3.77, 1.90, 2.28], [1.89, 1.92, 1.15]],
  "nbo_charge": [-0.39, 0.53, -0.34, -0.02, -0.12, -0.36, 2.33, -0.93, -0.93, -0.65, -0.24, -0.43, -0.43, -0.24, -0.15, -0.22, -0.12, 0.26, -0.53, -0.07, -0.74, 0.26, 0.23, 0.21, 0.22, 0.22, 0.22, 0.21, 0.23, 0.21, 0.25, 0.23, 0.22, 0.23, 0.18, 0.17, 0.49]
}

{
  "formula": "C12H16N2O9",
  "method": "wB97M-V/def2-TZVPD",
  "multiplicity": 1,
  "homo_lumo_gap_ha": 0.2705,
  "smiles": "CC(=O)OC(=O)CC1=C(ON=O)C(=O)OC1=O.COC[C@@H](C)N",
  "e_above_lowest_kcal_mol": 97.86,
  "total_charge": 0,
  "e_homo_ev": -9.0,
  "species": ["C", "C", "O", "O", "C", "O", "C", "C", "C", "O", "N", "O", "C", "O", "O", "C", "O", "H", "H", "H", "H", "H", "C", "O", "C", "C", "C", "N", "H", "H", "H", "H", "H", "H", "H", "H", "H", "H", "H"],
  "positions_angstrom": [[-1.36, 3.23, 5.21], [-0.73, 1.94, 5.66], [0.14, 1.83, 6.47], [-1.26, 0.86, 5.02], [-0.58, -0.37, 5.21], [-1.09, -1.24, 5.81], [0.75, -0.43, 4.49], [0.62, -0.53, 3.01], [-0.34, -0.99, 2.21], [-1.53, -1.54, 2.51], [-2.69, -0.46, 2.42], [-3.38, -0.72, 1.56], [0.10, -0.84, 0.78], [-0.49, -1.09, -0.22], [1.38, -0.31, 0.80], [1.74, -0.11, 2.12], [2.80, 0.34, 2.43], [-1.63, 3.80, 6.09], [-0.60, 3.79, 4.66], [-2.23, 3.07, 4.58], [1.31, 0.49, 4.71], [1.33, -1.25, 4.90], [-1.26, 0.06, -5.71], [-1.07, -0.26, -4.35], [-0.18, -1.34, -4.09], [1.31, -0.97, -4.13], [1.87, -0.76, -5.53], [1.61, 0.20, -3.30], [-1.25, -0.84, -6.34], [-0.51, 0.76, -6.08], [-2.24, 0.53, -5.80], [-0.42, -1.67, -3.08], [-0.40, -2.17, -4.78], [1.83, -1.82, -3.68], [1.60, 0.22, -5.92], [2.96, -0.80, -5.50], [1.52, -1.53, -6.22], [1.36, 0.01, -2.34], [1.00, 0.96, -3.59]],
  "nbo_charge": [-0.72, 0.80, -0.57, -0.55, 0.83, -0.48, -0.56, -0.12, 0.21, -0.49, 0.47, -0.10, 0.73, -0.50, -0.49, 0.77, -0.50, 0.25, 0.25, 0.24, 0.28, 0.27, -0.25, -0.55, -0.08, -0.08, -0.61, -0.83, 0.17, 0.16, 0.19, 0.19, 0.16, 0.19, 0.20, 0.22, 0.20, 0.36, 0.35]
}

{
  "formula": "C12H16N4O4V",
  "method": "wB97M-V/def2-TZVPD",
  "multiplicity": 4,
  "homo_lumo_gap_ha": [0.2264, 0.1870],
  "total_charge": 2,
  "e_homo_ev": [-16.2, -16.3],
  "species": ["V", "O", "C", "C", "O", "C", "O", "C", "O", "C", "H", "H", "C", "H", "H", "C", "N", "C", "N", "C", "N", "C", "N", "C", "C", "H", "H", "H", "H", "H", "H", "H", "H", "H", "H", "H", "H"],
  "positions_angstrom": [[-0.27, 0.88, -0.64], [-2.97, 0.37, -2.09], [-1.92, 0.70, -1.60], [1.19, 2.22, -0.46], [2.13, 2.88, -0.18], [-1.29, 2.29, 0.22], [-1.93, 2.99, 0.89], [0.41, 0.69, -2.44], [0.84, 0.36, -3.47], [-1.48, 3.64, -3.05], [-1.52, 2.95, -3.88], [-2.40, 3.77, -2.49], [-0.34, 4.21, -2.65], [-0.30, 4.72, -1.70], [0.59, 3.88, -3.10], [-0.98, -1.63, 0.19], [0.11, -0.57, 0.40], [1.45, -1.08, -0.07], [1.81, -2.20, 0.81], [0.72, -3.22, 0.65], [-0.63, -2.74, 1.05], [-0.56, -2.25, 2.44], [0.47, -1.19, 2.67], [0.10, -0.06, 1.81], [1.79, -1.70, 2.21], [-1.02, -1.99, -0.85], [-1.97, -1.27, 0.50], [2.25, -0.32, 0.01], [1.43, -1.49, -1.10], [0.98, -4.10, 1.25], [0.68, -3.47, -0.41], [-1.53, -1.79, 2.67], [-0.35, -3.09, 3.12], [0.84, 0.75, 1.98], [-0.90, 0.27, 2.15], [2.09, -2.53, 2.87], [2.50, -0.87, 2.27]],
  "mulliken_spin": [2.13, 0.19, 0.01, 0.00, 0.13, -0.02, 0.11, -0.02, 0.13, 0.04, 0.00, 0.00, 0.05, 0.00, 0.00, 0.14, -0.08, 0.10, 0.02, 0.00, 0.02, 0.00, 0.00, 0.10, 0.00, 0.00, -0.01, 0.00, -0.02, 0.00, 0.00, 0.00, 0.00, 0.00, -0.02, 0.00, 0.00]
}

{
  "formula": "C12H16N7O2PbS",
  "method": "wB97M-V/def2-TZVPD",
  "multiplicity": 1,
  "homo_lumo_gap_ha": 0.3024,
  "e_above_lowest_kcal_mol": 0.58,
  "total_charge": 1,
  "e_homo_ev": -11.5,
  "species": ["Pb", "C", "C", "C", "C", "C", "C", "H", "H", "H", "H", "H", "H", "N", "N", "C", "N", "N", "N", "O", "O", "H", "H", "H", "H", "H", "C", "C", "C", "C", "N", "C", "S", "N", "H", "H", "H", "H", "H"],
  "positions_angstrom": [[-0.15, 0.18, -0.61], [-3.29, -0.17, -2.46], [-3.07, -1.54, -2.51], [-3.23, -2.31, -1.37], [-3.61, -1.71, -0.17], [-3.82, -0.34, -0.12], [-3.67, 0.43, -1.26], [-3.17, 0.43, -3.35], [-2.80, -2.01, -3.45], [-3.10, -3.39, -1.41], [-3.75, -2.32, 0.72], [-4.13, 0.13, 0.81], [-3.84, 1.50, -1.23], [0.31, -2.79, -0.65], [0.17, -3.31, 0.64], [-0.26, -2.53, 1.66], [-0.17, -3.01, 2.89], [-0.74, -1.35, 1.29], [-1.01, -0.40, 2.23], [-1.24, -0.66, 3.39], [-1.05, 0.73, 1.76], [-0.29, -3.27, -1.30], [1.28, -2.86, -0.94], [0.50, -4.24, 0.84], [0.30, -3.88, 3.08], [-0.57, -2.47, 3.65], [5.30, 3.81, 0.15], [3.92, 3.28, -0.06], [2.87, 4.09, -0.51], [1.64, 3.51, -0.67], [1.44, 2.21, -0.41], [2.51, 1.50, 0.00], [2.21, -0.20, 0.32], [3.72, 1.98, 0.19], [5.32, 4.89, 0.17], [5.94, 3.46, -0.66], [5.71, 3.41, 1.08], [3.03, 5.14, -0.71], [0.78, 4.07, -1.01]],
  "nbo_charge": [1.28, -0.22, -0.22, -0.23, -0.23, -0.16, -0.24, 0.23, 0.22, 0.21, 0.22, 0.22, 0.23, -0.64, -0.42, 0.64, -0.75, -0.52, 0.64, -0.37, -0.42, 0.39, 0.39, 0.40, 0.42, 0.46, -0.66, 0.31, -0.32, 0.11, -0.60, 0.30, -0.35, -0.47, 0.23, 0.25, 0.25, 0.24, 0.21]
}